{
  "formula": "C5H9I3N3",
  "method": "the ωB97M-V functional and the def2-TZVPD basis",
  "species": ["I", "I", "I", "N", "N", "N", "C", "C", "C", "C", "C", "H", "H", "H", "H", "H", "H", "H", "H", "H"],
  "xyz": [[4.922911, -0.897222, 0.176005], [-4.728381, 0.011156, 0.211072], [0.373428, 3.310981, 0.093319], [2.051413, -0.474278, -0.317172], [2.978803, 1.079701, 1.087946], [0.883958, 0.339270, -0.299431], [-0.388652, -0.709602, -0.263170], [-2.764043, -0.959349, 0.222380], [-1.691489, 0.024271, -0.295902], [0.863535, 1.303841, 0.725358], [3.128760, 0.130652, 0.328248], [-1.683852, 0.921967, 0.207902], [-0.054071, -1.408376, 0.678460], [2.415582, -0.635341, -1.266846], [-1.925804, 0.372514, -1.263378], [0.459386, 0.998508, 1.736034], [0.925322, 0.968255, -1.155852], [-0.341168, -1.272332, -1.241566], [-2.599874, -1.381283, 1.188339], [-2.825757, -1.723335, -0.551750]],
  "forces_ev_per_a": [[0.21, -0.04, -0.15], [0.81, -0.40, 0.09], [0.37, -1.43, 0.49], [1.28, -1.38, -1.24], [-2.76, 2.18, 0.70], [-1.51, -0.35, -2.76], [2.27, -0.89, 0.14], [-0.67, 1.05, -1.82], [-0.45, -1.84, 1.13], [2.99, 1.42, 3.21], [-0.38, -0.38, 0.72], [0.09, 1.81, 1.97], [-1.18, 1.88, -2.35], [-1.08, -0.35, -0.03], [-0.30, -0.18, -1.53], [0.40, 0.28, -1.45], [-0.60, -1.25, 0.58], [0.60, 0.24, 1.31], [0.20, -0.07, 0.59], [-0.30, -0.32, 0.39]],
  "nbo_charge": [0.308, 0.126, 0.310, -0.477, -0.302, -0.338, -0.167, -0.490, -0.498, -0.152, 0.140, 0.227, 0.268, 0.410, 0.236, 0.255, 0.448, 0.243, 0.229, 0.225],
  "e_above_lowest_kcal_mol": 83.7,
  "e_lumo_ha": -0.1822,
  "charge": 1,
  "spin_multiplicity": 1,
  "homo_lumo_gap_ev": 7.451
}